1.
{"formula": "C22H24N6O2S", "method": "ωB97M-V with the def2-TZVPD basis set", "symbols": ["C", "C", "C", "C", "C", "S", "O", "O", "N", "C", "C", "N", "C", "C", "C", "C", "C", "C", "N", "N", "C", "C", "C", "C", "C", "C", "C", "C", "C", "N", "N", "H", "H", "H", "H", "H", "H", "H", "H", "H", "H", "H", "H", "H", "H", "H", "H", "H", "H", "H", "H", "H", "H", "H", "H"], "positions_angstrom": [[0.0174, 4.2716, -0.1677], [0.6681, 3.0118, 0.2910], [1.9917, 3.0400, 0.7196], [2.6465, 1.8997, 1.1505], [1.9591, 0.7013, 1.1490], [2.7776, -0.8238, 1.6131], [1.7767, -1.8049, 1.9157], [3.7902, -0.5392, 2.5871], [3.5549, -1.3489, 0.2353], [4.7707, -0.6543, -0.1378], [4.5488, 0.1705, -1.4062], [4.1668, -0.6621, -2.5426], [5.2580, -0.9550, -3.4457], [3.4841, -1.8835, -2.1323], [2.6667, -1.6500, -0.8707], [0.6461, 0.6355, 0.7420], [-0.0230, 1.7851, 0.3152], [-1.4142, 1.6891, -0.0779], [-2.1605, 2.6533, -0.5766], [-3.3926, 2.2103, -0.7974], [-3.4359, 0.9497, -0.4343], [-4.4907, -0.0078, -0.4345], [-5.7797, 0.2940, -0.8795], [-6.7534, -0.6764, -0.8443], [-6.4570, -1.9541, -0.3683], [-5.1910, -2.2646, 0.0724], [-4.1778, -1.2982, 0.0501], [-2.8258, -1.5541, 0.4986], [-2.4129, -2.8891, 1.0220], [-1.8969, -0.6584, 0.4778], [-2.1959, 0.5615, 0.0292], [-0.8740, 4.4738, 0.4219], [-0.3180, 4.1691, -1.1973], [0.7035, 5.1108, -0.0898], [2.5193, 3.9826, 0.7171], [3.6655, 1.9317, 1.5015], [5.5608, -1.3957, -0.3092], [5.0703, -0.0359, 0.7078], [3.7453, 0.8960, -1.2263], [5.4539, 0.7271, -1.6537], [6.0596, -1.5511, -2.9826], [4.8646, -1.5118, -4.2955], [5.6793, -0.0207, -3.8124], [2.8221, -2.1897, -2.9485], [4.1952, -2.7045, -1.9427], [2.0999, -2.5429, -0.6003], [1.9568, -0.8294, -1.0485], [0.1439, -0.3167, 0.7890], [-5.9768, 1.2907, -1.2404], [-7.7531, -0.4524, -1.1848], [-7.2312, -2.7066, -0.3454], [-4.9768, -3.2566, 0.4382], [-3.0146, -3.1574, 1.8885], [-1.3664, -2.8493, 1.3135], [-2.5465, -3.6543, 0.2590]], "forces_ev_per_a": [[0.1, 0.2, 0.0], [0.0, -0.2, 0.0], [0.1, -0.2, 0.0], [0.1, 0.1, 0.1], [0.3, -0.5, 0.2], [0.2, -0.2, 0.0], [-0.2, 0.2, -0.3], [0.0, 0.3, -0.2], [-0.5, 0.2, 1.0], [0.6, 0.4, -0.2], [-0.1, 0.1, 0.2], [0.0, -0.1, 0.0], [-0.1, 0.1, 0.0], [-0.1, 0.1, 0.0], [-0.5, -0.4, -0.4], [-0.1, 0.0, 0.0], [0.6, -0.1, 0.2], [-0.3, -0.2, 0.0], [0.9, 0.2, 0.2], [-1.2, -0.5, -0.2], [0.6, 0.2, 0.1], [-0.2, -0.5, 0.1], [0.1, 0.0, 0.0], [0.1, 0.1, 0.0], [0.0, -0.1, 0.0], [0.1, 0.0, 0.0], [-0.4, 0.6, -0.3], [0.2, 0.2, 0.0], [0.0, 0.0, 0.0], [0.5, -0.9, 0.4], [-1.1, 0.9, -0.6], [0.0, 0.1, 0.0], [0.0, 0.1, 0.0], [0.1, 0.0, 0.0], [0.0, 0.1, 0.0], [0.1, 0.1, 0.0], [0.0, 0.1, 0.1], [0.2, 0.0, -0.1], [0.2, 0.0, 0.1], [0.0, 0.0, 0.0], [0.0, 0.0, 0.0], [0.1, 0.0, -0.1], [0.1, 0.0, -0.1], [0.0, -0.1, 0.1], [0.0, 0.0, 0.0], [0.0, 0.1, -0.2], [0.0, -0.1, -0.1], [0.0, 0.1, 0.0], [-0.1, 0.1, 0.0], [-0.1, 0.0, 0.0], [0.0, -0.1, 0.0], [0.0, -0.1, 0.0], [0.0, -0.1, 0.1], [0.0, 0.0, 0.0], [0.0, -0.1, 0.0]], "energy_ha": -1729.9174, "homo_ha": -0.3078, "charge": 0}

---

2.
{"formula": "C65H44CsN11OS2", "method": "ωB97M-V with the def2-TZVPD basis set", "symbols": ["Cs", "C", "C", "C", "C", "C", "N", "C", "N", "C", "C", "C", "C", "C", "C", "C", "C", "N", "C", "N", "C", "N", "C", "N", "C", "N", "C", "C", "C", "C", "C", "C", "C", "C", "C", "C", "C", "C", "N", "C", "C", "H", "H", "H", "H", "H", "H", "H", "H", "H", "H", "H", "H", "H", "H", "H", "H", "C", "C", "C", "C", "N", "C", "C", "C", "C", "C", "C", "N", "H", "H", "H", "H", "H", "H", "H", "H", "S", "C", "C", "C", "C", "C", "C", "C", "C", "C", "N", "H", "H", "H", "H", "H", "H", "O", "S", "C", "C", "C", "C", "C", "C", "C", "C", "C", "C", "C", "C", "C", "C", "H", "H", "H", "H", "H", "H", "H", "H", "H", "H", "H", "H", "H", "H"], "positions_angstrom": [[-0.0257, 0.6958, 0.3112], [4.8445, -3.8242, -2.5333], [5.3079, -3.9244, -1.2172], [5.0082, -2.9443, -0.2789], [4.2241, -1.8743, -0.6805], [3.7278, -0.6661, 0.0088], [2.9550, 0.0531, -0.8305], [3.0081, -0.5045, -2.0537], [2.6265, 0.0302, -3.2097], [1.9829, 1.1994, -3.2585], [1.9990, 2.0586, -4.4479], [2.5779, 1.9404, -5.7033], [2.4294, 2.9954, -6.5933], [1.7316, 4.1536, -6.2289], [1.1667, 4.2780, -4.9666], [1.3011, 3.2168, -4.0836], [0.8648, 2.9954, -2.6981], [0.1269, 3.8828, -2.0109], [0.1412, 3.8951, -0.6866], [1.0589, 3.3161, 0.1124], [0.8657, 3.7446, 1.3799], [1.6713, 3.5443, 2.4082], [2.6325, 2.6034, 2.3453], [2.6278, 1.4991, 1.5852], [3.7588, 0.8040, 1.8130], [4.1688, -0.3178, 1.2102], [4.5627, 1.4829, 2.8313], [5.7963, 1.2174, 3.4092], [6.2932, 2.1207, 4.3387], [5.5831, 3.2855, 4.6629], [4.3609, 3.5637, 4.0658], [3.8519, 2.6464, 3.1566], [-0.3282, 4.6204, 1.4367], [-0.9810, 5.2660, 2.4712], [-2.1192, 6.0019, 2.1622], [-2.5863, 6.0863, 0.8494], [-1.9239, 5.4402, -0.1882], [-0.7921, 4.7097, 0.1246], [1.2739, 1.7907, -2.2780], [3.7631, -1.7726, -1.9955], [4.0735, -2.7410, -2.9379], [5.0968, -4.6014, -3.2461], [5.9128, -4.7776, -0.9308], [5.3698, -3.0045, 0.7404], [3.1299, 1.0473, -5.9692], [2.8651, 2.9281, -7.5839], [1.6379, 4.9641, -6.9429], [0.6337, 5.1731, -4.6701], [6.3449, 0.3232, 3.1386], [7.2513, 1.9347, 4.8116], [6.0017, 3.9803, 5.3826], [3.8101, 4.4669, 4.2996], [-0.6208, 5.1788, 3.4884], [-2.6655, 6.5033, 2.9526], [-3.4875, 6.6513, 0.6417], [-2.2870, 5.4846, -1.2074], [3.7229, -2.6454, -3.9585], [3.3548, 0.9537, 5.5272], [4.0068, -0.2604, 5.4120], [3.3124, -1.3491, 4.9121], [1.9756, -1.1879, 4.5558], [1.3475, -0.0194, 4.6641], [2.0276, 1.0216, 5.1253], [1.1672, -2.3248, 4.0089], [1.5564, -3.6558, 4.1622], [0.7702, -4.6523, 3.6081], [-0.3827, -4.3013, 2.9239], [-0.6918, -2.9512, 2.8286], [0.0594, -1.9965, 3.3519], [3.8707, 1.8410, 5.8682], [5.0550, -0.3494, 5.6687], [3.8199, -2.2918, 4.7619], [1.4893, 1.9632, 5.1560], [2.4496, -3.9163, 4.7126], [1.0572, -5.6918, 3.7125], [-1.0244, -5.0490, 2.4749], [-1.5862, -2.5980, 2.3211], [-5.2754, 1.0985, 3.0116], [-4.3361, 0.1362, 4.0698], [-3.1414, -0.2216, 3.5165], [-2.8966, 0.2523, 2.1766], [-3.9724, 0.9921, 1.7807], [-4.1920, 1.6701, 0.5002], [-5.4060, 2.3093, 0.1872], [-5.5793, 2.8869, -1.0530], [-4.5465, 2.8343, -1.9807], [-3.3753, 2.2051, -1.5871], [-3.1924, 1.6460, -0.3977], [-4.7152, -0.0980, 5.0562], [-2.4156, -0.8049, 4.0757], [-6.2008, 2.3381, 0.9212], [-6.5153, 3.3777, -1.2974], [-4.6354, 3.2742, -2.9652], [-2.5231, 2.1649, -2.2612], [-1.5527, -1.5865, -1.1584], [-1.1345, -2.9325, -0.6916], [-0.5856, -3.8389, -2.1878], [-1.5102, -3.9160, -3.3613], [-1.9525, -5.1528, -3.8210], [-2.7957, -5.2436, -4.9192], [-3.2218, -4.0890, -5.5572], [-2.7852, -2.8505, -5.1048], [-1.9231, -2.7599, -4.0237], [-2.6945, -3.8064, -0.2044], [-3.9521, -3.1397, -0.6865], [-4.8575, -3.8049, -1.5043], [-6.0146, -3.1740, -1.9362], [-6.2697, -1.8638, -1.5557], [-5.3754, -1.1974, -0.7291], [-4.2236, -1.8307, -0.2866], [-0.2794, -4.8310, -1.8490], [0.3177, -3.2763, -2.4370], [-1.6209, -6.0562, -3.3190], [-3.1246, -6.2149, -5.2696], [-3.8925, -4.1525, -6.4054], [-3.1166, -1.9448, -5.5962], [-1.5793, -1.7957, -3.6759], [-2.6597, -3.7580, 0.8845], [-2.6085, -4.8512, -0.5088], [-4.6553, -4.8211, -1.8087], [-6.7089, -3.7039, -2.5779], [-7.1655, -1.3619, -1.9022], [-5.5636, -0.1750, -0.4239], [-3.5356, -1.2922, 0.3593]], "forces_ev_per_a": [[-0.4, -0.8, 0.2], [0.0, 0.0, 0.0], [0.0, 0.0, 0.0], [0.0, 0.0, 0.0], [0.0, 0.0, 0.0], [0.0, 0.0, 0.0], [0.1, 0.1, 0.0], [-0.1, 0.0, 0.0], [0.0, 0.0, 0.0], [-0.1, -0.1, 0.0], [0.0, 0.0, 0.0], [0.0, 0.0, 0.0], [0.0, 0.0, 0.0], [0.0, 0.0, 0.0], [0.0, 0.0, 0.0], [-0.1, 0.0, 0.0], [0.0, -0.1, 0.0], [-0.1, -0.1, 0.0], [0.3, 0.1, 0.0], [0.1, 0.5, 0.0], [0.2, 0.1, -0.1], [-0.1, -0.1, 0.0], [0.1, 0.0, -0.1], [0.0, 0.1, 0.0], [0.0, 0.0, 0.1], [0.0, 0.0, 0.0], [0.1, 0.1, -0.2], [0.0, 0.1, -0.1], [0.0, 0.0, 0.0], [0.0, 0.1, 0.0], [0.0, 0.1, -0.1], [0.0, 0.2, -0.1], [0.0, 0.0, 0.0], [0.0, 0.0, 0.0], [0.0, 0.0, 0.0], [0.0, 0.0, 0.0], [0.0, 0.0, 0.0], [0.0, 0.0, 0.0], [0.0, 0.1, 0.2], [0.0, 0.0, 0.0], [0.0, 0.0, 0.0], [0.0, 0.0, 0.0], [0.0, 0.0, 0.0], [0.0, 0.0, 0.0], [0.0, 0.0, 0.0], [0.0, 0.0, 0.0], [0.0, 0.0, 0.0], [0.0, 0.0, 0.0], [0.0, 0.0, 0.0], [0.0, 0.0, 0.0], [0.0, 0.0, 0.0], [0.0, 0.0, 0.0], [0.0, 0.0, 0.0], [0.0, 0.0, 0.0], [0.0, 0.0, 0.0], [0.0, 0.0, 0.0], [0.0, 0.0, 0.0], [-0.1, -0.2, 0.3], [-0.1, -0.1, 0.2], [0.0, 0.0, 0.0], [0.0, -0.1, 0.0], [-0.1, 0.0, 0.0], [0.0, -0.1, 0.1], [0.1, 0.0, -0.1], [0.0, -0.1, 0.0], [0.0, 0.0, 0.0], [0.0, 0.0, 0.0], [-0.1, 0.0, 0.0], [0.0, 0.2, -0.1], [-0.1, -0.1, 0.0], [0.0, 0.0, 0.0], [0.0, 0.0, 0.0], [0.0, 0.0, 0.0], [0.0, 0.0, 0.0], [0.0, 0.0, 0.0], [0.0, 0.0, 0.0], [0.0, 0.0, 0.0], [0.1, 0.0, -0.1], [0.0, 0.0, 0.1], [0.0, 0.1, 0.0], [0.1, -0.2, 0.0], [-0.2, 0.1, 0.1], [0.1, 0.0, 0.1], [0.0, 0.1, 0.0], [0.0, 0.0, 0.0], [0.0, 0.0, 0.0], [0.0, 0.0, 0.0], [0.1, 0.0, 0.0], [0.0, 0.0, 0.0], [0.0, 0.0, 0.0], [0.0, 0.0, 0.0], [0.0, 0.0, 0.0], [0.0, 0.0, 0.0], [0.0, 0.0, 0.0], [0.2, 0.0, -0.1], [-0.2, 0.1, -0.2], [0.0, 0.0, 0.1], [-0.1, 0.0, 0.1], [0.0, 0.0, 0.0], [0.0, 0.0, 0.0], [0.0, 0.0, 0.0], [0.0, 0.0, 0.0], [0.0, 0.0, 0.0], [0.0, 0.0, 0.0], [0.1, 0.1, 0.0], [0.1, 0.0, 0.0], [0.0, 0.0, 0.0], [0.0, 0.0, 0.0], [0.0, 0.0, 0.0], [0.0, 0.0, 0.0], [0.0, 0.0, 0.0], [0.0, 0.0, 0.0], [0.0, 0.0, 0.0], [0.0, 0.0, 0.0], [0.0, 0.0, 0.0], [0.0, 0.0, 0.0], [0.0, 0.0, 0.0], [0.0, -0.1, 0.0], [0.0, 0.0, 0.0], [0.1, -0.2, -0.1], [0.0, 0.0, 0.0], [0.0, 0.0, 0.0], [0.0, -0.1, 0.0], [0.0, 0.0, 0.0]], "energy_ha": -3997.5154, "homo_ha": [-0.0395, -0.0416], "charge": -2}

---

3.
{"formula": "C5H10NO", "method": "ωB97M-V with the def2-TZVPD basis set", "symbols": ["N", "C", "C", "C", "C", "C", "O", "H", "H", "H", "H", "H", "H", "H", "H", "H", "H"], "positions_angstrom": [[-1.0141, -1.4267, 1.7701], [-1.2034, -1.3357, 0.2877], [-0.5475, -0.4609, -0.4728], [-0.4964, 1.0419, -0.6057], [0.9259, 1.6289, -0.5552], [1.9948, 0.6063, -0.8564], [2.1225, -0.3668, -0.1493], [-0.0423, -1.6912, 1.9430], [-1.1580, -0.5529, 2.2860], [-1.6888, -2.1194, 2.0944], [-1.5221, -2.2869, -0.1186], [-0.1493, -0.8949, -1.3892], [-0.8485, 1.2023, -1.6264], [-1.1685, 1.6029, 0.0380], [1.0169, 2.4313, -1.2865], [1.2094, 1.9899, 0.4371], [2.5693, 0.6318, -1.7961]], "forces_ev_per_a": [[-1.2, 1.0, -0.4], [1.4, -0.6, 0.0], [-0.7, 0.4, -1.0], [0.9, 0.0, 0.5], [0.8, 0.3, -0.2], [-0.5, -1.1, -0.3], [0.1, 0.1, 0.2], [-0.1, -0.4, 0.0], [-0.2, 0.0, -0.1], [0.3, -0.1, 0.5], [0.5, -0.2, 0.2], [-0.9, -0.2, -0.3], [-0.2, -0.1, 0.1], [0.0, -0.2, 0.3], [-0.1, 0.2, 0.3], [-0.3, 0.2, 0.0], [0.2, 0.5, 0.1]], "energy_ha": -326.1766, "homo_ha": -0.4956, "charge": 1}

---

4.
{"formula": "C5H10", "method": "ωB97M-V with the def2-TZVPD basis set", "symbols": ["C", "C", "C", "C", "C", "H", "H", "H", "H", "H", "H", "H", "H", "H", "H"], "positions_angstrom": [[-1.8771, -1.1959, 0.9849], [-0.6128, -0.4703, 0.6536], [-0.3707, -0.1742, -0.6592], [0.9663, 0.4956, -1.1263], [1.5642, 1.4485, -0.1472], [-1.8255, -2.3844, 1.3961], [-2.3720, -0.7160, 1.8473], [-2.3500, -1.3436, 0.1262], [0.2042, -0.4236, 1.3814], [-0.9718, -0.5377, -1.5156], [1.8469, -0.3828, -1.2738], [0.7110, 0.7449, -1.9209], [2.3183, 1.7972, -0.4355], [0.7662, 2.1610, -0.0118], [2.0029, 0.9813, 0.7008]], "forces_ev_per_a": [[2.3, -2.5, 5.3], [0.4, -1.1, -2.4], [1.9, -0.4, 1.8], [4.5, -8.6, 12.5], [-10.6, -4.5, 3.0], [0.7, 3.0, -0.9], [-0.4, 0.0, -0.9], [-3.0, 0.0, -3.3], [-0.5, 0.6, -0.1], [-0.2, 0.5, 0.9], [-2.5, 1.9, 0.0], [-3.0, 5.2, -13.1], [10.9, 6.1, -5.3], [0.3, 0.7, 1.1], [-0.9, -0.8, 1.5]], "energy_ha": -196.3309, "homo_ha": -0.3259, "charge": 0}

---

5.
{"formula": "C5H7NO", "method": "ωB97M-V with the def2-TZVPD basis set", "symbols": ["C", "C", "C", "C", "O", "C", "N", "H", "H", "H", "H", "H", "H", "H"], "positions_angstrom": [[-1.0217, -0.1153, -1.2257], [0.9481, -1.9624, 1.0931], [-0.4948, 1.0514, -0.6188], [-0.6610, 2.3552, -0.7574], [0.4392, -0.9360, 0.2153], [0.5692, 0.4735, 0.5644], [1.0959, 1.0233, 1.4795], [-0.6488, -0.4819, -2.1731], [-1.9997, -0.4887, -0.9480], [0.7733, -2.9230, 0.6119], [2.0116, -1.8628, 1.3086], [0.4095, -1.9360, 2.0414], [-1.2063, 2.7991, -1.5787], [-0.2145, 3.0035, -0.0124]], "forces_ev_per_a": [[-0.8, 0.8, -1.2], [0.0, 0.4, 0.4], [0.8, -0.4, 0.9], [0.3, -0.1, 0.3], [0.8, 0.8, 0.7], [-2.2, -2.0, -1.8], [0.7, 0.5, 0.7], [0.3, -0.2, 0.2], [0.2, -0.1, 0.3], [-0.1, 0.2, -0.2], [0.0, 0.2, -0.2], [0.0, 0.0, 0.0], [-0.3, -0.1, 0.1], [0.2, 0.1, -0.2]], "energy_ha": -324.5183, "homo_ha": [-0.3119, -0.3507], "charge": 0}

---

Ordered energy above the lowest of the compared OMol25 structures with the same formula, charge and spin results: 292.3, 18.5, 276.3, 466.2, 541.3; unit kJ/mol.
Ordered maximum force results: 1.54, 0.86, 1.61, 15.81, 3.47; unit eV/A.